Record 1
This record from the OMol25 dataset describes an isolated molecule of C3H7N3OS in a non-equilibrium geometry. The level of theory is ωB97M-V/def2-TZVPD.

Calculated values
Structure (SMILES): [H]/N=C(/C=N\SC)NO
Lowest unoccupied orbital energy: 0.5 eV

Structure (XYZ):
```
15
C3H7N3OS ωB97M-V/def2-TZVPD
H -3.473 -0.593 -1.028
N -2.733 -1.059 -0.500
C -1.763 -0.349 -0.128
C -0.646 -1.055 0.570
N 0.597 -0.908 0.451
S 1.306 0.229 -0.563
C 3.014 -0.099 -0.063
N -1.576 1.018 -0.435
O -1.102 1.708 0.677
H -0.993 -1.862 1.233
H 3.266 -1.143 -0.301
H 3.128 0.134 0.997
H 3.603 0.588 -0.613
H -2.440 1.440 -0.740
H -0.189 1.950 0.442
```



Record 2
This record from the OMol25 dataset describes a cluster of 2 separate species, C3H7N3OS in total in a non-equilibrium geometry. The level of theory is ωB97M-V/def2-TZVPD.

Calculated values
Lowest unoccupied orbital energy: -0.2 eV

Structure (XYZ):
```
15
C3H7N3OS ωB97M-V/def2-TZVPD
C -0.553 -0.487 0.611
C 1.049 -0.262 0.405
C 1.234 1.933 -0.896
H -2.548 -0.942 0.532
H -1.000 -2.764 -0.186
H -1.384 1.254 -0.048
H 1.678 0.206 1.189
H 1.569 -1.367 0.376
H 1.178 -0.136 -1.762
H 1.011 2.701 0.009
N -0.963 -1.986 1.052
N -1.451 0.380 0.416
N 1.272 0.510 -0.815
O -2.464 -1.730 1.422
S 1.373 2.690 -2.305
```



Record 3
This record from the OMol25 dataset describes an isolated molecule of C3H7N3OS in a non-equilibrium geometry. The level of theory is ωB97M-V/def2-TZVPD.

Calculated values
Structure (SMILES): CN(/C=N/O)/C=N/S
Lowest unoccupied orbital energy: 0.8 eV

Structure (XYZ):
```
15
C3H7N3OS ωB97M-V/def2-TZVPD
C 1.567 -1.034 0.969
N 0.412 -0.406 0.229
C 0.317 0.953 0.471
N -0.605 1.851 0.148
O -0.205 3.115 0.688
C -0.358 -1.066 -0.691
N -1.158 -0.563 -1.434
S -2.144 -1.588 -2.289
H 1.419 -2.065 0.828
H 1.204 -0.624 2.045
H 2.626 -0.642 0.808
H 1.368 1.296 0.983
H -1.227 3.620 0.578
H -0.289 -2.249 -0.535
H -2.928 -0.599 -2.798
```



Record 4
This record from the OMol25 dataset describes an isolated molecule of C3H7N3OS in a non-equilibrium geometry. The level of theory is ωB97M-V/def2-TZVPD.

Calculated values
Structure (SMILES): [H]/N=C(\NC)SC(N)=O
Lowest unoccupied orbital energy: 0.6 eV

Structure (XYZ):
```
15
C3H7N3OS ωB97M-V/def2-TZVPD
H 0.005 0.994 2.807
N 0.200 1.434 1.901
C -0.035 0.691 0.884
N -0.533 -0.558 0.739
C -0.741 -1.360 1.929
S 0.299 1.620 -0.622
C 0.418 0.407 -1.984
N 0.846 1.000 -3.114
O 0.102 -0.768 -1.923
H -0.516 -0.979 -0.214
H -1.442 -0.900 2.595
H -1.113 -2.401 1.603
H 0.200 -1.447 2.478
H 1.326 1.880 -3.167
H 0.984 0.386 -3.912
```



Record 5
This record from the OMol25 dataset describes a structure of composition C3H7N3S in a non-equilibrium geometry. The level of theory is ωB97M-V/def2-TZVPD.

Calculated values
Lowest unoccupied orbital energy: 0.4 eV

Structure (XYZ):
```
14
C3H7N3S ωB97M-V/def2-TZVPD
C -1.578 -0.455 -0.592
C -1.021 1.017 -0.525
C 1.138 -0.188 0.289
H -0.974 -0.927 -1.591
H -2.655 -0.566 -1.036
H -1.308 -1.230 0.101
H 0.821 1.857 0.367
H 2.046 -0.769 1.768
H 0.546 -0.329 2.637
H 1.726 -0.523 -1.680
N 0.401 1.126 -0.208
N 1.278 -0.177 1.757
N 1.553 -1.083 -0.451
S -1.972 2.245 -0.836
```



Record 6
This record from the OMol25 dataset describes a structure of composition C3H7N3S in a non-equilibrium geometry. The level of theory is ωB97M-V/def2-TZVPD.

Calculated values
Lowest unoccupied orbital energy: 0.4 eV

Structure (XYZ):
```
14
C3H7N3S ωB97M-V/def2-TZVPD
C 0.876 -0.876 0.045
C 2.185 -1.142 0.133
C -1.055 0.646 0.000
H 1.200 1.575 1.196
H 0.516 2.353 -0.505
H 0.197 -1.605 -0.128
H 2.805 -0.135 -0.156
H 2.256 -2.345 0.175
H -1.284 1.723 0.129
H -3.874 -1.382 -0.643
N 1.225 1.383 -0.061
N 0.315 0.316 -0.110
N -1.806 -0.400 -0.214
S -3.555 -0.111 0.138
```



Record 7
This record from the OMol25 dataset describes a cluster of 2 separate species, C3H7N3S in total in a non-equilibrium geometry. The level of theory is ωB97M-V/def2-TZVPD.

Calculated values
Lowest unoccupied orbital energy: 0.9 eV

Structure (XYZ):
```
14
C3H7N3S ωB97M-V/def2-TZVPD
C 2.465 -0.369 0.413
C -0.133 -1.679 -0.002
C -2.258 1.434 -0.182
N 1.950 0.435 -0.376
N 1.475 1.181 -1.104
N -0.699 -0.594 -0.119
S -1.474 0.312 0.973
H 2.393 -0.481 1.506
H 3.134 -0.972 -0.119
H 0.486 -2.124 -0.827
H -0.027 -2.262 1.032
H -1.448 1.947 -0.784
H -2.738 2.212 0.323
H -3.124 0.961 -0.734
```



Record 8
This record from the OMol25 dataset describes a structure of composition C3H7N3S2 in a non-equilibrium geometry. The level of theory is ωB97M-V/def2-TZVPD.

Calculated values
Lowest unoccupied orbital energy (alpha / beta): -0.5 / -0.5 eV

Structure (XYZ):
```
15
C3H7N3S2 ωB97M-V/def2-TZVPD
C -0.085 1.254 1.761
C 0.613 -0.679 -0.767
C -0.803 -0.593 -1.229
N 0.264 0.080 2.126
N 1.202 -0.551 2.480
N -0.926 0.718 -1.952
S 2.343 -1.519 2.281
S 1.279 -2.062 -0.252
H 0.708 2.039 1.806
H -1.088 1.498 1.536
H 1.203 0.143 -0.699
H -0.975 -1.499 -1.904
H -1.490 -0.485 -0.411
H -1.935 0.839 -1.996
H -0.310 0.817 -2.779
```



Record 9
This record from the OMol25 dataset describes an isolated molecule of C3H7N3S2 in a non-equilibrium geometry. The level of theory is ωB97M-V/def2-TZVPD.

Calculated values
Lowest unoccupied orbital energy (alpha / beta): -2.0 / 0.0 eV

Structure (XYZ):
```
15
C3H7N3S2 ωB97M-V/def2-TZVPD
C 1.068 -1.218 0.304
C 2.544 -0.838 0.569
C -1.895 0.715 0.159
N 1.739 1.815 0.510
N 0.194 -0.216 0.303
N -1.112 -0.499 0.181
S 0.876 -2.842 -0.135
S 2.725 0.790 -0.270
H 2.933 -0.837 1.529
H 3.082 -1.640 0.176
H -2.057 1.197 1.190
H -1.153 1.493 -0.291
H -2.744 0.605 -0.426
H 1.347 1.569 1.480
H -1.452 -1.345 -0.215
```



Record 10
This record from the OMol25 dataset describes an isolated molecule of C3H7N3S2 in a non-equilibrium geometry. The level of theory is ωB97M-V/def2-TZVPD.

Calculated values
Structure (SMILES): [H]/N=C(/NC)SNC=S
Lowest unoccupied orbital energy: 0.1 eV

Structure (XYZ):
```
15
C3H7N3S2 ωB97M-V/def2-TZVPD
H 0.461 3.340 0.102
N 1.161 2.559 0.055
C 0.639 1.394 0.174
N 1.408 0.266 0.510
C 2.863 0.463 0.444
S -1.150 1.017 -0.136
N -1.423 -0.419 0.792
C -1.375 -1.680 0.270
S -0.616 -2.254 -1.042
H 1.039 -0.573 -0.001
H 3.469 -0.490 0.412
H 3.148 1.135 1.262
H 3.178 1.118 -0.458
H -1.820 -0.328 1.709
H -2.003 -2.306 0.989
```



Record 11
This record from the OMol25 dataset describes a cluster of 2 separate species, C3H7N3Si in total in a non-equilibrium geometry. The level of theory is ωB97M-V/def2-TZVPD.

Calculated values
Lowest unoccupied orbital energy: -1.3 eV

Structure (XYZ):
```
14
C3H7N3Si ωB97M-V/def2-TZVPD
C -1.050 0.743 2.267
C -0.964 -0.614 2.581
C 1.552 0.391 -1.841
N -0.673 0.898 0.976
N -0.603 -1.268 1.473
N -0.340 -0.300 0.568
Si -0.043 -0.608 -1.921
H -1.242 1.555 2.843
H -1.122 -1.174 3.539
H 1.377 1.489 -1.969
H 2.048 0.450 -0.787
H 2.320 0.174 -2.581
H -1.398 -0.079 -2.217
H 0.137 -1.655 -2.931
```



Record 12
This record from the OMol25 dataset describes a cluster of 2 separate species, C3H7N3Si in total in a non-equilibrium geometry. The level of theory is ωB97M-V/def2-TZVPD.

Calculated values
Structure (SMILES): c1c[nH]nn1.C=[SiH2]
Lowest unoccupied orbital energy: -0.8 eV

Structure (XYZ):
```
14
C3H7N3Si ωB97M-V/def2-TZVPD
C 2.833 -0.028 -0.231
C 1.785 0.845 -0.028
N 0.818 0.032 0.521
N 1.253 -1.204 0.659
N 2.481 -1.262 0.173
H 3.870 -0.025 -0.586
H 1.713 1.865 -0.453
H -0.141 0.243 0.680
C -2.188 0.839 0.005
Si -2.620 -0.869 -0.040
H -2.475 1.787 0.361
H -1.768 1.215 -0.974
H -2.477 -1.738 1.121
H -3.084 -1.699 -1.207
```



Record 13
This record from the OMol25 dataset describes the ion C3H7N4 with charge +1 in a non-equilibrium geometry. The level of theory is ωB97M-V/def2-TZVPD.

Calculated values
Structure (SMILES): C=[NH+]/N=C\N=C/N
Total charge: +1
Lowest unoccupied orbital energy: -5.3 eV

Structure (XYZ):
```
14
C3H7N4 ωB97M-V/def2-TZVPD
C 2.115 -0.020 0.131
N 1.023 0.570 0.404
N 0.365 1.596 -0.219
C -0.923 1.568 -0.236
N -1.747 0.643 0.283
C -1.617 -0.664 0.382
N -0.693 -1.299 -0.432
H 2.587 0.327 -0.759
H 2.579 -0.860 0.530
H 0.517 -0.023 1.025
H -1.307 2.390 -0.717
H -2.142 -1.150 1.156
H -0.498 -2.308 -0.396
H -0.259 -0.771 -1.150
```



Record 14
This record from the OMol25 dataset describes the ion C3H7N4O with charge +1 in a non-equilibrium geometry. The level of theory is ωB97M-V/def2-TZVPD.

Calculated values
Total charge: +1
Lowest unoccupied orbital energy (alpha / beta): -7.1 / -6.4 eV

Structure (XYZ):
```
15
C3H7N4O ωB97M-V/def2-TZVPD
C -2.215 -0.112 -0.083
C -1.274 0.849 -0.208
C 0.867 -0.535 0.062
N 0.293 -1.563 0.597
N 0.123 0.617 -0.297
N -1.662 2.125 -0.463
N 2.194 -0.510 -0.171
O 1.192 -2.482 1.042
H -2.445 -0.931 0.617
H 0.496 1.480 -0.818
H -1.050 2.752 -0.799
H -2.604 2.493 -0.212
H 2.759 -1.152 0.337
H 2.595 0.196 -0.909
H 0.732 -3.225 1.305
```



Record 15
This record from the OMol25 dataset describes a structure of composition C3H7N4O in a non-equilibrium geometry. The level of theory is ωB97M-V/def2-TZVPD.

Calculated values
Total charge: +1
Lowest unoccupied orbital energy: -4.1 eV

Structure (XYZ):
```
15
C3H7N4O ωB97M-V/def2-TZVPD
C 1.272 0.440 -0.272
C -0.642 -0.138 -0.735
C -1.833 -0.706 1.341
N 0.651 0.541 -2.509
N 1.488 0.770 -1.512
N 2.677 1.306 -1.935
N -1.675 -0.609 -0.082
O -0.508 0.124 -2.048
H 1.803 0.522 0.588
H -2.906 -1.071 1.431
H -1.282 -1.569 1.737
H -1.438 0.290 1.905
H 2.914 1.326 -2.916
H 3.011 1.956 -1.202
H -2.613 -0.543 -0.665
```



Record 16
This record from the OMol25 dataset describes the ion C3H7N4O2 with charge +1 in a non-equilibrium geometry. The level of theory is ωB97M-V/def2-TZVPD.

Calculated values
Structure (SMILES): [NH2+]=NCCN=C=[N+]([O-])O
Total charge: +1
Lowest unoccupied orbital energy (alpha / beta): -6.1 / -6.7 eV

Structure (XYZ):
```
16
C3H7N4O2 ωB97M-V/def2-TZVPD
N -0.325 -1.633 -0.765
N -0.514 -0.364 -0.754
C -1.426 0.173 0.148
C -0.999 1.667 0.164
N 0.400 1.855 0.338
C 1.078 0.903 0.002
N 1.945 0.008 0.013
O 2.382 -0.703 -0.954
O 2.066 -0.545 1.245
H 0.585 -1.930 -1.194
H -0.955 -2.252 -0.388
H -1.529 -0.245 1.142
H -2.473 0.139 -0.382
H -1.229 2.175 -0.732
H -1.452 2.184 0.975
H 2.445 -1.432 1.142
```



Record 17
This record from the OMol25 dataset describes the ion C3H7N4S with charge +1 in a non-equilibrium geometry. The level of theory is ωB97M-V/def2-TZVPD.

Calculated values
Structure (SMILES): C[N+](=C=[NH2+])/N=C(/N)[S-]
Total charge: +1
Lowest unoccupied orbital energy (alpha / beta): -6.1 / -6.1 eV

Structure (XYZ):
```
15
C3H7N4S ωB97M-V/def2-TZVPD
C 1.780 0.529 -0.309
N 0.487 -0.114 -0.281
C 0.531 -1.382 -0.155
N 1.282 -2.109 0.631
N -0.457 0.755 -0.301
C -1.789 0.466 -0.145
N -2.618 1.569 -0.014
S -2.394 -1.107 -0.427
H 2.045 1.229 0.512
H 2.546 -0.151 -0.440
H 1.975 1.180 -1.230
H 1.438 -3.090 0.523
H 1.145 -1.883 1.596
H -2.260 2.461 -0.004
H -3.712 1.647 0.044
```